104
Properties=species:S:1:pos:R:3:forces:R:3 method="wB97M-V/def2-TZVPD" total_charge=-2 homo_energy_ev=-0.207 orbital_gap_ha=0.133
Ca -0.28942 0.33948 -0.93088 -0.6 -0.3 0.1
Br -3.14193 -0.48098 5.88656 0.0 0.0 0.0
C -2.39023 -0.73126 4.16630 0.1 0.0 0.0
C -3.09747 -0.38202 3.04315 -0.1 0.0 -0.1
C -2.47863 -0.59305 1.81242 0.1 -0.1 0.0
N -1.25561 -1.10959 1.67634 -0.1 0.3 -0.1
C -0.59221 -1.43369 2.78831 0.4 -0.1 -0.1
C -1.11588 -1.26463 4.05954 -0.2 0.0 0.1
C 0.79443 -1.98334 2.61800 -0.2 0.1 0.1
C 1.78318 -1.72054 3.56423 0.2 0.1 0.0
C 3.05069 -2.21249 3.32727 -0.1 0.0 0.0
Br 4.44247 -1.82810 4.55072 0.0 0.0 0.0
C 3.31381 -2.96041 2.19680 0.1 -0.1 0.0
C 2.24904 -3.18673 1.33918 -0.1 0.0 0.0
N 1.02321 -2.70909 1.53005 0.0 -0.2 -0.1
H -4.08486 0.05732 3.08708 0.0 0.0 0.0
H -2.98444 -0.28647 0.90624 0.0 0.0 0.0
H -0.57001 -1.54797 4.94713 0.1 0.0 0.0
H 1.59591 -1.09854 4.42665 -0.1 0.0 0.0
H 4.30339 -3.32893 1.96602 0.0 0.0 0.0
H 2.40092 -3.76450 0.43277 0.0 0.0 0.0
O 2.55794 0.87456 -3.49055 0.0 0.1 0.0
C 1.49117 1.37077 -3.11394 0.1 -0.1 0.0
O 1.19044 1.61492 -1.88844 0.3 0.2 -0.3
C 0.45287 1.76772 -4.14519 0.0 -0.1 0.0
C 0.72526 2.89402 -4.91484 0.0 0.0 0.0
C -0.16081 3.34335 -5.88197 0.0 0.0 0.0
C -1.33911 2.63609 -6.08578 0.0 0.0 0.0
C -1.61146 1.50759 -5.33133 0.0 0.0 0.0
C -0.73437 1.03813 -4.34283 0.0 0.0 0.0
S -1.17082 -0.43590 -3.46298 0.2 0.1 0.0
H 1.65685 3.42344 -4.74396 0.0 0.0 0.0
H 0.06152 4.23181 -6.46166 0.0 0.0 0.0
H -2.05479 2.96787 -6.83044 0.0 0.0 0.0
H -2.53275 0.95946 -5.48657 0.0 0.0 0.0
C 2.15447 3.58601 1.44570 0.0 0.1 0.0
S 1.31036 2.00489 1.47016 -0.2 -0.5 0.1
O 2.29462 1.00414 2.01108 0.0 0.2 0.0
C 0.17176 2.34577 2.81183 0.2 0.1 0.0
C 0.41655 1.74173 4.03370 -0.1 0.1 0.1
C -0.45288 1.99328 5.08783 0.1 0.0 0.0
C -1.53881 2.83874 4.90786 0.0 0.1 -0.1
C -1.76597 3.44213 3.67565 0.0 -0.1 0.0
C -0.91013 3.19020 2.61251 -0.1 0.0 0.0
H 2.33732 3.90957 2.46894 0.1 0.0 0.0
H 1.53241 4.30224 0.90789 0.0 0.0 0.1
H 3.08649 3.42407 0.90585 -0.1 0.0 0.0
H 1.26936 1.08219 4.13560 0.0 0.1 0.0
H -0.29294 1.51091 6.04589 0.0 0.0 0.0
H -2.22720 3.01516 5.72613 0.0 0.0 0.0
H -2.62353 4.08266 3.51786 0.0 0.0 0.0
H -1.12093 3.60690 1.63782 0.0 0.0 0.0
C 5.37749 1.56529 -2.24533 0.0 0.0 0.0
C 4.71980 1.47306 -0.87154 0.0 0.0 0.0
N 5.34274 0.47229 0.00850 0.0 0.0 0.0
C 6.27465 0.93822 1.02366 -0.1 0.0 0.0
C 7.60648 1.42440 0.46753 0.0 0.0 0.0
C 5.20884 -0.86263 -0.17689 0.0 0.0 0.0
O 5.93741 -1.69833 0.35569 0.0 0.0 0.0
C 4.05709 -1.28748 -1.02898 0.0 -0.1 0.0
C 4.20710 -2.06575 -2.16569 0.0 0.0 0.0
C 3.07210 -2.43806 -2.86131 0.0 0.0 0.0
C 1.82970 -2.03922 -2.38692 0.0 0.0 0.1
N 1.68005 -1.34180 -1.26021 0.0 0.1 -0.2
C 2.77883 -0.96124 -0.61286 -0.1 0.0 0.0
H 5.13147 2.51891 -2.71682 0.0 0.0 0.0
H 4.98285 0.78779 -2.90010 0.0 0.0 0.0
H 6.46317 1.47822 -2.17235 0.0 0.0 0.0
H 3.65726 1.26966 -1.01072 0.0 0.1 0.0
H 4.79138 2.42310 -0.33884 0.1 0.0 0.0
H 6.44052 0.10983 1.70768 0.0 0.0 0.0
H 5.77948 1.73894 1.57957 0.0 0.0 0.0
H 8.10283 0.62392 -0.08361 0.0 0.0 0.0
H 8.26130 1.73942 1.28330 0.0 0.0 0.0
H 7.47646 2.27455 -0.20435 0.0 0.0 0.0
H 5.19651 -2.35430 -2.50062 0.0 0.0 0.0
H 3.13289 -3.00519 -3.78017 0.0 0.0 0.0
H 0.92233 -2.25120 -2.93917 0.0 0.0 0.0
H 2.64059 -0.37696 0.29466 0.0 0.0 0.0
C -2.10074 1.68558 -0.14448 -0.1 0.4 0.0
C -2.97544 2.43325 0.30460 0.0 -0.2 0.1
C -3.97441 3.18076 1.00840 0.0 0.0 0.0
C -4.99528 2.38815 1.66624 0.0 0.0 0.0
C -5.55396 2.68893 2.93083 0.0 0.0 0.0
C -6.46259 1.84710 3.55488 0.0 0.0 0.0
C -6.88005 0.66166 2.95676 0.0 0.0 0.0
C -6.34895 0.34214 1.70555 0.0 0.0 0.0
C -5.43523 1.17213 1.08428 0.0 0.0 0.0
C -3.89186 4.60074 1.06412 0.1 0.1 0.1
C -4.82961 5.45351 1.71791 0.0 0.0 0.0
C -4.67882 6.82914 1.75185 0.0 0.0 0.0
C -3.60307 7.46992 1.14215 0.0 -0.1 0.0
C -2.69156 6.66372 0.45489 0.0 0.0 0.0
C -2.82622 5.29203 0.40752 0.0 0.0 0.0
H -5.21686 3.57542 3.45481 0.0 -0.1 0.0
H -6.83400 2.11454 4.53987 0.0 0.0 0.0
H -7.58766 0.00579 3.44989 0.0 0.0 0.0
H -6.65037 -0.57454 1.20721 0.0 0.0 0.0
H -5.02041 0.90193 0.11965 0.0 0.0 0.0
H -5.71124 5.02619 2.17875 0.0 0.1 -0.1
H -5.43453 7.41812 2.26526 0.0 0.0 0.0
H -3.49247 8.54686 1.17750 0.0 0.0 0.0
H -1.85720 7.11961 -0.07122 0.0 0.0 0.0
H -2.12856 4.70259 -0.17599 0.0 0.0 0.0